# 1
Molecular formula: CoH12O6
Method: DFT, ωB97M-V/def2-TZVPD

Its charge is +2. The value obtained for the orbital gap (alpha / beta) is 0.4783 / 0.4154 Eh. The value obtained for the energy relative to the best compared isomer or geometry (same formula, charge and spin) is 0.00 kJ/mol. As for the spin multiplicity: 4. The HOMO energy (alpha / beta) is -0.73755 / -0.70319 Eh.

Geometry (Å):
Co (0.025, 0.085, -0.092)
O (0.874, 0.555, -1.960)
H (1.795, 0.783, -2.163)
H (0.396, 0.620, -2.801)
O (0.967, 1.541, 1.076)
H (1.586, 2.217, 0.755)
H (0.762, 1.784, 1.992)
O (-0.991, -1.508, -1.036)
H (-1.728, -2.034, -0.690)
H (-1.085, -1.528, -2.001)
O (-0.824, -0.725, 1.795)
H (-1.505, -1.349, 2.094)
H (-0.169, -0.712, 2.511)
O (1.676, -1.215, 0.335)
H (2.593, -1.028, 0.589)
H (1.524, -2.156, 0.513)
O (-1.622, 1.378, -0.285)
H (-2.446, 1.111, 0.153)
H (-1.827, 2.182, -0.786)

---

# 2
Molecular formula: C43H45N8O17
Method: DFT, ωB97M-V/def2-TZVPD

Its charge is -1. The value obtained for the orbital gap is 0.2378 Eh. The value obtained for the energy relative to the best compared isomer or geometry (same formula, charge and spin) is 292.49 kJ/mol. The HOMO energy is -0.23208 Eh.

Geometry (Å):
C (0.299, 0.046, -0.003)
O (0.133, 0.318, -1.186)
O (-0.503, -0.839, 0.658)
O (1.300, 0.464, 0.645)
H (-1.103, -0.778, -0.062)
C (1.126, 4.808, 1.443)
C (0.754, 5.695, 2.539)
C (-0.627, 5.461, 3.313)
C (-1.565, 4.282, 2.954)
C (-0.918, 3.195, 1.982)
C (0.404, 3.664, 1.152)
N (-2.779, 4.059, 3.567)
O (-3.099, 5.001, 4.366)
O (-3.423, 3.191, 2.989)
H (2.017, 5.108, 1.075)
H (1.220, 6.551, 2.824)
H (-1.021, 6.303, 3.920)
H (-1.312, 2.138, 1.763)
H (0.699, 2.812, 0.487)
C (1.889, -1.237, 2.979)
C (1.953, -1.761, 4.480)
C (2.992, -2.670, 4.975)
C (4.119, -3.184, 4.039)
C (4.167, -2.574, 2.575)
C (2.997, -1.669, 2.217)
N (5.160, -4.051, 4.556)
O (5.060, -4.717, 5.574)
O (6.189, -4.266, 3.828)
H (1.030, -0.760, 2.757)
H (1.262, -1.395, 5.211)
H (3.038, -3.051, 6.095)
H (4.896, -2.741, 1.845)
H (3.042, -1.294, 1.234)
C (3.887, 2.924, 4.644)
C (5.376, 3.047, 4.723)
C (6.229, 2.420, 3.574)
C (5.482, 2.026, 2.301)
C (4.033, 1.656, 2.394)
C (3.237, 2.390, 3.592)
N (6.220, 1.716, 1.072)
O (5.764, 0.685, 0.253)
O (7.155, 2.450, 0.851)
H (3.185, 3.347, 5.178)
H (5.970, 3.682, 5.405)
H (7.204, 2.551, 3.364)
H (3.480, 1.269, 1.623)
H (2.174, 2.190, 3.782)
C (-3.203, 3.537, -1.631)
C (-1.859, 2.743, -1.688)
C (-1.200, 2.706, -3.056)
C (-1.937, 3.202, -4.272)
C (-3.339, 3.825, -4.086)
C (-3.905, 4.013, -2.699)
N (-1.249, 3.114, -5.579)
O (-1.991, 3.224, -6.594)
O (-0.003, 3.117, -5.588)
H (-3.707, 3.733, -0.724)
H (-1.538, 2.123, -0.940)
H (-0.272, 2.164, -3.196)
H (-4.005, 4.535, -4.839)
H (-4.885, 4.516, -2.728)
C (-4.411, -0.788, 1.883)
C (-4.663, 0.031, 3.109)
C (-5.807, -0.358, 3.989)
C (-6.784, -1.530, 3.704)
C (-6.437, -2.322, 2.385)
C (-5.213, -1.881, 1.643)
N (-7.886, -1.756, 4.548)
O (-8.158, -0.880, 5.315)
O (-8.322, -2.945, 4.621)
H (-3.526, -0.727, 1.117)
H (-4.246, 0.797, 3.255)
H (-6.134, 0.106, 4.949)
H (-7.026, -3.020, 2.122)
H (-5.015, -2.630, 0.694)
C (-2.127, -0.302, -5.399)
C (-0.722, -0.225, -4.723)
C (0.554, -0.204, -5.653)
C (0.371, -0.320, -7.148)
C (-1.090, -0.218, -7.733)
C (-2.264, -0.202, -6.806)
N (1.593, -0.413, -8.002)
O (1.387, -0.599, -9.298)
O (2.686, -0.175, -7.613)
H (-2.875, -0.319, -4.728)
H (-0.763, -0.195, -3.700)
H (1.500, -0.122, -5.013)
H (-1.356, -0.197, -8.698)
H (-3.269, -0.171, -7.166)
C (3.158, -3.956, -1.120)
O (3.661, -5.017, -0.738)
N (3.927, -2.896, -1.498)
C (3.181, -1.581, -1.787)
C (5.410, -3.138, -1.814)
H (2.143, -3.646, -0.898)
H (2.351, -1.425, -1.226)
H (3.073, -1.357, -2.800)
H (3.794, -0.877, -1.257)
H (5.768, -2.842, -2.789)
H (5.564, -4.183, -1.870)
H (6.021, -2.661, -1.119)
C (-3.114, -2.758, -1.822)
O (-2.103, -2.043, -1.986)
N (-3.001, -3.994, -1.297)
C (-3.922, -5.150, -1.104)
C (-1.552, -4.318, -0.864)
H (-4.098, -2.304, -2.145)
H (-4.473, -4.956, -0.270)
H (-3.189, -6.107, -1.077)
H (-4.546, -5.088, -1.894)
H (-1.081, -4.387, -1.787)
H (-1.577, -5.226, -0.336)
H (-1.089, -3.536, -0.084)

---

# 3
Molecular formula: C4H9N2
Method: DFT, ωB97M-V/def2-TZVPD

Its charge is +1. The value obtained for the orbital gap (alpha / beta) is 0.2174 / 0.2893 Eh. The value obtained for the energy relative to the best compared isomer or geometry (same formula, charge and spin) is 371.40 kJ/mol. As for the spin multiplicity: 3. The HOMO energy (alpha / beta) is -0.35789 / -0.55306 Eh.

Geometry (Å):
C (1.136, 0.931, 0.034)
C (0.039, 0.292, -0.570)
C (-0.013, -0.169, -2.023)
C (-0.797, -0.394, 0.437)
N (0.412, 1.904, -0.244)
N (-0.166, -0.271, 1.785)
H (2.064, 0.849, 0.451)
H (-0.940, -0.491, -2.212)
H (0.628, -0.970, -2.096)
H (0.351, 0.586, -2.705)
H (-0.861, -1.426, 0.110)
H (-1.915, -0.094, 0.434)
H (0.833, -0.343, 1.643)
H (-0.342, -0.980, 2.604)
H (-0.430, 0.577, 2.352)

---

# 4
Molecular formula: C21H38HgN3O6P2S2
Method: DFT, ωB97M-V/def2-TZVPD

Its charge is 0. The value obtained for the orbital gap (alpha / beta) is 0.2589 / 0.1678 Eh. The value obtained for the energy relative to the best compared isomer or geometry (same formula, charge and spin) is 0.00 kJ/mol. As for the spin multiplicity: 2. The HOMO energy (alpha / beta) is -0.24943 / -0.24258 Eh.

Geometry (Å):
Hg (-1.235, 0.348, -2.068)
C (-6.676, -0.644, -0.155)
S (-6.506, 1.106, 0.194)
C (-5.222, 1.606, -0.882)
S (-4.569, 0.668, -2.039)
N (-4.879, 2.912, -0.578)
N (-3.666, 3.284, -1.008)
C (-3.249, 4.493, -0.785)
C (-1.934, 4.910, -1.258)
C (-1.711, 6.283, -1.504)
C (-0.438, 6.677, -1.884)
C (0.587, 5.709, -2.010)
C (0.287, 4.425, -1.683)
N (-0.935, 4.020, -1.270)
H (-6.840, -1.065, 0.835)
H (-5.775, -1.042, -0.607)
H (-7.534, -0.774, -0.823)
H (-3.868, 5.213, -0.210)
H (-2.468, 7.033, -1.283)
H (-0.286, 7.710, -2.098)
H (1.618, 5.925, -2.328)
H (1.020, 3.622, -1.677)
C (3.678, 0.142, -2.905)
C (3.250, -0.897, -1.908)
C (4.127, -2.142, -1.941)
O (3.384, -0.329, -0.569)
P (2.197, 0.295, 0.280)
O (1.209, 1.123, -0.462)
C (1.457, -1.106, 1.241)
P (0.229, -2.232, 0.486)
O (-0.803, -1.504, -0.336)
O (1.206, -3.272, -0.258)
C (0.921, -4.492, -1.052)
C (-0.453, -4.367, -1.690)
C (1.114, -5.670, -0.151)
O (-0.347, -3.092, 1.680)
C (-1.686, -3.233, 2.137)
C (-2.551, -1.985, 2.000)
C (-1.514, -3.680, 3.610)
O (3.066, 1.084, 1.385)
C (2.503, 2.172, 2.209)
C (3.173, 2.160, 3.553)
C (2.736, 3.453, 1.442)
H (3.892, -0.263, -3.851)
H (4.525, 0.710, -2.584)
H (2.848, 0.874, -3.063)
H (2.217, -1.115, -2.107)
H (5.158, -1.905, -1.778)
H (4.030, -2.634, -2.890)
H (3.765, -2.811, -1.113)
H (0.827, -0.628, 2.014)
H (2.227, -1.684, 1.732)
H (1.719, -4.459, -1.835)
H (-1.182, -4.191, -0.865)
H (-0.809, -5.198, -2.309)
H (-0.474, -3.521, -2.395)
H (0.333, -5.590, 0.622)
H (2.094, -5.563, 0.311)
H (1.051, -6.603, -0.675)
H (-2.120, -3.980, 1.488)
H (-2.082, -1.121, 2.498)
H (-3.520, -2.182, 2.425)
H (-2.695, -1.671, 0.968)
H (-0.965, -2.888, 4.196)
H (-0.898, -4.570, 3.777)
H (-2.532, -3.817, 4.073)
H (1.454, 1.974, 2.294)
H (4.241, 2.457, 3.482)
H (3.101, 1.160, 4.030)
H (2.696, 2.935, 4.177)
H (3.822, 3.649, 1.331)
H (2.357, 4.355, 1.968)
H (2.304, 3.434, 0.449)

---

Question: Among the records above, which one has the highest charge?
Answer: CoH12O6